22
Properties=species:S:1:pos:R:3:forces:R:3:lowdin_charge:R:1 method="wB97M-V/def2-TZVPD" smiles="CC(C)=O.CC(C)O" homo_lumo_gap_ev=10.5 energy_ha=-387.47822 de_lowest_kcal_mol=18.38 homo_energy_ev=-9.8
O 2.08204 2.96353 1.44681 -0.207 0.001 1.022 0.057
C 1.84788 2.96886 2.64429 0.164 -0.004 -0.833 -0.505
C 1.99241 4.21897 3.48119 0.148 0.520 -0.068 -0.035
C 1.39666 1.72573 3.37579 -0.111 -0.517 -0.113 -0.035
H 2.33029 5.06318 2.85688 -0.157 -0.441 0.224 0.086
H 2.73045 4.05835 4.28500 -0.348 0.007 -0.200 0.087
H 1.02526 4.48546 3.93969 0.358 -0.169 -0.057 0.087
H 2.11939 1.46482 4.16712 -0.311 0.166 -0.190 0.087
H 0.41046 1.89198 3.84094 0.397 -0.008 -0.053 0.087
H 1.31746 0.87562 2.67747 0.064 0.440 0.265 0.085
O 0.08049 -2.52075 -2.10394 0.077 0.878 0.141 -0.069
C -2.15297 -1.54863 -2.21064 -0.173 0.053 0.126 -0.072
C -1.52561 -3.70209 -3.35946 -0.104 -0.304 -0.167 -0.072
C -1.06539 -2.31962 -2.94348 0.178 0.044 -0.143 -0.520
H 0.38343 -1.64144 -1.79499 -0.224 -0.774 -0.248 0.098
H -2.46759 -2.11062 -1.31522 0.101 0.218 -0.294 0.086
H -3.03091 -1.40587 -2.86290 0.310 0.007 0.247 0.082
H -1.78568 -0.55817 -1.89331 -0.173 -0.301 -0.108 0.078
H -2.38856 -3.63442 -4.04309 0.316 -0.032 0.248 0.083
H -0.71218 -4.24255 -3.87214 -0.330 0.210 0.221 0.083
H -1.82618 -4.28050 -2.46968 0.116 0.190 -0.314 0.086
H -0.76115 -1.75189 -3.84626 -0.089 -0.182 0.295 0.136